1.
Formula: C18H44FINO5P3
Source: the Open Molecules 2025 dataset
Level of theory: ωB97M-V with the def2-TZVPD basis set

Geometry (Å):
C (-0.16661, 5.33039, -1.66197)
C (1.31679, 5.20739, -1.33871)
O (1.65082, 4.04683, -0.61549)
C (1.47939, 2.83882, -1.33465)
P (2.91447, 1.61202, -1.06599)
C (4.01091, 2.60930, -2.23333)
I (4.95433, -0.34994, -0.98242)
C (1.90330, 0.55612, 0.16508)
C (1.33175, 1.31054, 1.37907)
C (-0.11787, 0.90488, 1.56939)
F (-0.79045, 1.72851, 2.47268)
O (3.57053, 2.35510, 0.31323)
C (4.87863, 2.82898, 0.52117)
C (5.40686, 2.34206, 1.86230)
P (2.01375, 0.47203, -2.95311)
P (2.06552, -1.66374, -2.76870)
O (0.88182, -2.24344, -3.44507)
O (3.42826, -2.17057, -3.43277)
O (2.10151, -2.15377, -1.22826)
H (-0.47973, 4.62485, -2.43538)
H (-0.76287, 5.16859, -0.76043)
H (-0.37756, 6.33541, -2.03718)
H (1.61763, 6.04431, -0.70340)
H (1.91351, 5.26480, -2.26151)
H (0.51882, 2.37367, -1.07295)
H (1.44189, 3.06660, -2.41162)
H (3.97648, 3.65157, -1.90835)
H (5.03662, 2.25186, -2.25420)
H (3.61878, 2.50761, -3.24506)
H (2.55648, -0.24644, 0.50581)
H (1.10073, 0.07714, -0.40505)
H (1.88235, 1.01899, 2.27626)
H (1.37003, 2.39350, 1.27533)
H (-0.66172, 0.95421, 0.61833)
H (-0.20147, -0.12502, 1.94006)
H (5.57385, 2.53813, -0.26593)
H (4.85153, 3.92958, 0.51960)
H (6.49560, 2.43477, 1.89608)
H (4.95853, 2.88728, 2.69467)
H (5.18310, 1.27671, 1.96360)
H (0.61871, 0.58934, -2.76470)
H (4.16435, -2.26125, -2.81466)
H (2.99439, -2.29366, -0.88762)
C (-1.09923, -2.93994, -1.06749)
C (-1.08178, -1.99034, 0.12647)
C (-1.43434, -2.61023, 1.48041)
C (-2.72871, -3.39857, 1.59887)
N (-4.01463, -2.61503, 1.81579)
C (-4.33692, -1.64280, 0.71297)
C (-4.87427, -2.50937, -0.40388)
C (-5.74796, -3.53383, 0.34231)
C (-5.17290, -3.59626, 1.76831)
C (-3.97391, -1.91876, 3.13067)
H (-1.97971, -3.58517, -1.14302)
H (-1.02515, -2.34937, -1.97862)
H (-0.21701, -3.57819, -1.03674)
H (-1.69229, -1.10776, -0.07511)
H (-0.06385, -1.60450, 0.20809)
H (-1.38141, -1.85341, 2.26769)
H (-0.64621, -3.32747, 1.72645)
H (-2.67955, -4.04823, 2.47346)
H (-2.88799, -4.03729, 0.73148)
H (-5.11065, -0.98215, 1.10661)
H (-3.46233, -1.05230, 0.47113)
H (-4.05920, -2.99620, -0.93654)
H (-5.43301, -1.92663, -1.13182)
H (-5.73905, -4.50725, -0.14188)
H (-6.78413, -3.20320, 0.38150)
H (-4.79474, -4.57635, 2.04521)
H (-5.89693, -3.27785, 2.51402)
H (-3.18613, -1.17147, 3.12158)
H (-3.78730, -2.65039, 3.91325)
H (-4.93248, -1.43375, 3.29467)

Its molar mass is 593.38 g mol⁻¹. As for the energy above the lowest of the compared OMol25 structures with the same formula, charge and spin: 0.000 eV. For the HOMO-LUMO gap, the calculation gives 0.2264 Ha. As for the spin multiplicity: 1. The HOMO energy is -6.862 eV. As for the electronic energy: -69791.7964 eV.

2.
Formula: C8H13BeN5S
Source: the Open Molecules 2025 dataset
Level of theory: ωB97M-V with the def2-TZVPD basis set

Geometry (Å):
Be (0.22991, -1.06939, -0.78383)
C (-0.10989, 2.61501, 0.63017)
C (-0.08099, 1.17191, 0.31437)
N (0.45701, 0.62111, -0.71853)
N (1.26091, 1.16431, -1.64843)
C (2.07641, 0.28031, -2.29983)
N (2.95071, 0.73921, -3.17363)
S (1.97531, -1.37059, -1.94673)
C (-0.61899, 0.15101, 1.22157)
C (-1.27289, 0.42641, 2.41597)
C (-1.57339, -0.62199, 3.28267)
C (-1.23139, -1.91199, 2.91437)
C (-0.63689, -2.11729, 1.67457)
N (-0.33229, -1.12089, 0.85017)
H (0.14201, 3.22261, -0.23503)
H (0.58941, 2.85141, 1.43637)
H (-1.10089, 2.90751, 0.97367)
H (1.48341, 2.15701, -1.64263)
H (3.05141, 1.71731, -3.40843)
H (3.55201, 0.08341, -3.65443)
H (-1.55409, 1.43481, 2.67727)
H (-2.06319, -0.42219, 4.22517)
H (-1.41179, -2.74869, 3.57097)
H (-0.38989, -3.11189, 1.33677)
N (-1.12569, -1.64909, -1.82433)
H (-1.83769, -0.96129, -2.06583)
H (-1.63499, -2.42509, -1.40263)
H (-0.79359, -2.01289, -2.71973)

The total charge is +2. Its molar mass is 220.31 g mol⁻¹. For the HOMO-LUMO gap, the calculation gives 0.3173 Ha. As for the spin multiplicity: 1. The HOMO energy is -16.528 eV. As for the electronic energy: -27183.1496 eV.

3.
Formula: C2H10BNOP
Source: the Open Molecules 2025 dataset
Level of theory: ωB97M-V with the def2-TZVPD basis set

Geometry (Å):
C (1.94307, -0.89916, 0.01949)
C (1.32675, 0.42719, -0.58598)
B (0.02934, 0.71327, 0.30219)
O (0.14014, 1.21572, 1.58285)
P (-1.68161, 0.34856, -0.51304)
N (-2.73299, -0.67115, 0.36090)
H (2.21681, -1.58851, -0.77574)
H (2.76129, -0.65153, 0.69162)
H (1.17362, -1.39445, 0.63209)
H (1.04358, 0.26531, -1.63316)
H (2.05066, 1.24604, -0.54158)
H (0.84705, 1.85578, 1.58956)
H (-1.47605, -0.26537, -1.77088)
H (-2.29806, 1.60459, -0.77546)
H (-2.70197, -1.63234, 0.05492)
H (-2.64164, -0.57393, 1.36222)

The total charge is +1. Its SMILES is CCB(O)[PH2]=[NH2+]. Its molar mass is 105.89 g mol⁻¹. For the HOMO-LUMO gap, the calculation gives 0.3701 Ha. As for the spin multiplicity: 1. The HOMO energy is -14.798 eV. As for the electronic energy: -15732.9421 eV.

4.
Formula: C17H14BiN5O6S
Source: the Open Molecules 2025 dataset
Level of theory: ωB97M-V with the def2-TZVPD basis set

Geometry (Å):
Bi (0.01911, -0.22244, -2.08874)
O (-3.43793, 5.78449, -1.75760)
C (-3.71489, 5.05003, -0.79933)
O (-4.51753, 5.14542, 0.12743)
C (-2.95650, 3.74970, -0.94796)
C (-3.51312, 2.67487, -1.64403)
C (-2.75084, 1.56871, -1.92836)
N (-1.47258, 1.46749, -1.53268)
C (-0.92626, 2.48954, -0.84690)
C (-1.63182, 3.61956, -0.52111)
C (0.54351, 2.34158, -0.51050)
O (1.09555, 3.10610, 0.23210)
O (1.13397, 1.32519, -1.10912)
H (-4.54432, 2.71033, -1.96670)
H (-3.16474, 0.71771, -2.45266)
H (-1.13924, 4.39787, 0.04424)
O (0.15482, -1.07133, -0.07883)
N (1.33155, -1.20439, 0.46398)
N (2.27211, -1.23631, -0.37249)
O (2.09038, -1.14561, -1.65043)
C (3.62845, -1.31696, 0.11919)
C (4.02980, -2.43148, 0.82407)
C (5.34292, -2.48108, 1.27113)
C (6.20796, -1.43113, 0.99961)
C (5.77239, -0.32143, 0.28459)
C (4.46547, -0.25618, -0.16890)
H (3.33150, -3.23197, 1.02362)
H (5.68675, -3.34104, 1.82814)
H (7.23079, -1.47696, 1.34714)
H (6.44823, 0.49710, 0.08542)
H (4.08887, 0.59369, -0.72020)
C (-3.07093, -0.27009, 0.95265)
N (-2.59179, -1.64769, 0.98172)
C (-2.33221, -2.36486, 2.13343)
C (-1.81215, -3.55164, 1.76097)
N (-1.75307, -3.53049, 0.38408)
C (-2.20991, -2.35946, -0.09214)
S (-2.30710, -1.90984, -1.74057)
H (-3.70614, -0.11249, 1.82071)
H (-3.64655, -0.11953, 0.04537)
H (-2.22348, 0.41401, 0.97484)
H (-2.54673, -1.96583, 3.10605)
H (-1.49354, -4.39479, 2.34122)
H (-1.41076, -4.25838, -0.22245)

Its molar mass is 625.38 g mol⁻¹. As for the energy above the lowest of the compared OMol25 structures with the same formula, charge and spin: 0.204 eV. For the HOMO-LUMO gap, the calculation gives 0.2489 Ha. As for the spin multiplicity: 1. The HOMO energy is -7.756 eV. As for the electronic energy: -54264.3230 eV.

Which of these has the lowest HOMO-LUMO gap? C18H44FINO5P3

Which of these has the lowest HOMO? C8H13BeN5S